Record 1
{
  "formula": "C12H42NO12",
  "method": "the ωB97M-V functional and the def2-TZVPD basis",
  "elements": ["N", "O", "O", "O", "C", "O", "H", "H", "H", "H", "C", "O", "H", "H", "H", "H", "C", "O", "H", "H", "H", "H", "C", "C", "C", "O", "H", "H", "H", "H", "H", "H", "H", "H", "C", "C", "C", "O", "H", "H", "H", "H", "H", "H", "H", "H", "C", "C", "C", "O", "H", "H", "H", "H", "H", "H", "H", "H", "O", "H", "H", "O", "H", "H", "O", "H", "H"],
  "coordinates": [[19.1310, -17.3163, 8.9114], [18.2715, -16.4121, 8.9369], [19.8046, -17.4729, 9.8990], [19.4889, -17.9355, 7.8600], [19.1709, -14.8564, 6.7965], [19.3784, -14.6738, 8.1931], [20.0526, -14.6303, 6.1968], [18.7880, -15.8441, 6.5399], [18.4602, -14.1364, 6.3907], [19.0448, -15.4060, 8.7168], [16.8314, -18.4908, 9.9009], [16.4924, -17.6108, 10.9779], [17.1732, -19.4572, 10.2714], [15.9261, -18.7884, 9.3718], [17.3991, -17.9444, 9.1477], [17.1562, -16.9366, 11.1402], [21.7246, -16.9101, 12.3934], [21.3319, -16.7465, 11.0450], [22.5150, -16.2122, 12.6693], [20.9822, -16.9195, 13.1914], [22.0635, -17.9449, 12.3430], [20.6843, -17.4199, 10.8240], [16.4684, -15.0186, 8.0241], [16.3654, -16.3304, 7.2694], [16.0373, -16.1273, 5.8419], [17.6762, -16.7851, 7.1924], [15.5075, -14.5072, 7.9681], [17.2261, -14.3274, 7.6549], [16.6698, -15.1376, 9.0887], [15.7815, -17.1266, 7.7313], [16.7274, -15.4671, 5.3167], [14.9999, -15.8012, 5.7669], [16.1653, -17.1285, 5.4303], [18.0598, -16.6062, 8.0540], [21.6365, -16.4847, 8.2382], [21.4259, -16.9005, 6.7511], [22.5984, -16.4573, 5.8808], [21.2279, -18.3261, 6.7685], [21.9180, -15.4338, 8.1719], [22.3089, -17.1462, 8.7843], [20.6881, -16.4140, 8.7708], [20.5067, -16.4186, 6.4182], [22.9670, -15.4796, 6.1910], [22.3056, -16.3116, 4.8410], [23.4088, -17.1828, 5.9513], [20.7434, -18.5153, 7.5754], [20.5722, -20.9704, 8.0160], [21.2859, -20.1598, 9.0682], [22.7526, -20.4334, 9.0162], [21.2059, -18.7466, 8.7956], [20.8007, -20.5376, 7.0421], [19.5167, -20.8074, 8.2338], [20.9102, -22.0050, 8.0741], [20.8397, -20.3010, 10.0526], [23.3337, -20.3000, 8.1037], [23.0033, -21.4461, 9.3320], [23.2306, -19.8156, 9.7765], [20.8119, -18.2558, 9.5205], [18.9466, -18.5438, 11.3186], [19.4424, -18.2450, 10.5563], [18.3667, -17.8122, 11.5296], [17.8978, -16.4338, 11.3957], [18.1699, -16.3298, 10.4839], [18.4675, -15.8404, 11.8852], [19.5579, -18.8642, 6.0264], [20.3251, -18.3048, 6.1477], [19.7018, -19.6010, 6.6201]],
  "forces_ev_per_a": [[3.830, -4.873, -4.553], [3.862, 1.460, 16.997], [-2.309, 6.422, -4.981], [-7.484, 4.685, 5.054], [0.869, 1.361, -0.870], [1.596, 2.876, -1.449], [0.593, 0.168, 0.438], [0.427, 0.710, -0.241], [-0.343, 0.236, 0.203], [0.591, 2.015, -0.767], [-2.417, -0.170, 0.415], [-7.533, -7.264, -3.393], [0.793, 0.309, -0.214], [-0.529, 0.299, -0.231], [-0.828, -1.979, 0.517], [-7.927, -3.821, -0.994], [0.716, -1.482, -0.528], [1.715, 2.189, 2.507], [0.050, -0.080, -0.243], [-0.703, 0.468, -0.310], [0.827, -0.093, 1.100], [2.108, 1.022, 2.667], [-2.051, 1.033, 0.891], [2.269, 0.896, -0.166], [-1.383, -0.585, -0.641], [-5.047, -4.349, -9.467], [-0.226, 0.231, 0.075], [-0.452, -0.428, -0.135], [-0.389, 0.044, -0.009], [-0.772, 0.402, 0.208], [-0.109, 0.160, 0.278], [-0.155, 0.146, -0.540], [-0.238, 0.097, -0.508], [-3.609, -0.228, -8.246], [0.165, 1.944, -1.298], [1.183, -0.133, 2.121], [-0.229, -0.197, -0.106], [11.727, 4.410, -2.290], [0.543, 0.031, 0.441], [0.327, 0.924, -0.437], [2.329, 0.628, -0.823], [0.422, -0.501, -0.217], [0.001, -0.028, 0.267], [-0.004, -0.390, -0.157], [0.053, 0.026, -0.076], [1.216, -0.217, 0.732], [-0.399, 0.618, 0.467], [0.942, 1.013, -0.663], [1.636, -0.879, 1.680], [3.176, -5.074, 4.146], [0.400, -0.678, 0.053], [-0.303, -0.696, -0.398], [-0.414, -0.031, -0.064], [0.249, -0.491, 0.172], [-0.807, 0.407, -0.414], [-0.216, -0.392, 0.054], [0.164, 0.224, -0.020], [1.181, -1.308, -0.559], [-0.831, -5.134, 5.486], [-1.878, -3.581, 2.577], [0.498, -1.220, 0.610], [12.845, 12.354, 5.101], [0.556, 0.957, -0.975], [0.329, 0.568, 0.696], [-9.500, -5.255, -5.937], [-0.484, -0.024, -2.169], [-0.615, 0.251, -0.862]],
  "spin_multiplicity": 1,
  "homo_lumo_gap_ha": 0.2467,
  "total_charge": -1,
  "relative_energy_kj_mol": 2738.8,
  "largest_force_ha_per_bohr": 0.3605
}

Record 2
{
  "formula": "C22H47ClFN3O7S",
  "method": "the ωB97M-V functional and the def2-TZVPD basis",
  "elements": ["C", "C", "F", "C", "C", "C", "C", "C", "S", "O", "O", "Cl", "C", "C", "N", "C", "O", "H", "H", "H", "H", "H", "H", "H", "H", "H", "H", "H", "H", "H", "H", "H", "H", "H", "C", "O", "C", "C", "N", "C", "C", "O", "C", "H", "H", "H", "H", "H", "H", "H", "H", "H", "H", "H", "H", "H", "H", "H", "C", "O", "C", "C", "N", "C", "C", "O", "C", "H", "H", "H", "H", "H", "H", "H", "H", "H", "H", "H", "H", "H", "H", "H"],
  "coordinates": [[-2.1838, -1.8072, 0.5225], [-2.2011, -0.2062, 0.4954], [-0.8334, 0.2213, 0.4135], [-3.0555, 0.4800, 1.6545], [-2.3300, 1.1925, 2.8862], [-1.4515, 2.4718, 2.5193], [-0.6044, 2.8273, 3.8614], [0.6128, 1.7624, 4.0176], [0.4710, 0.6913, 5.5153], [1.8749, 0.5086, 6.0612], [-0.3376, 1.3113, 6.6243], [-0.1837, -1.2581, 5.0572], [-4.2008, -0.3878, 2.3977], [-5.6930, -0.0392, 1.8519], [-5.4648, 1.3624, 1.3481], [-4.0517, 1.5355, 0.9045], [-3.7729, 2.3947, 0.0499], [-1.5429, -2.1559, -0.3625], [-3.2401, -2.2188, 0.5018], [-1.6410, -2.0980, 1.4951], [-2.6861, 0.0836, -0.5059], [-3.1647, 1.5749, 3.5805], [-1.7506, 0.4287, 3.5043], [-2.0729, 3.3806, 2.1914], [-0.6736, 2.3098, 1.7088], [-1.3281, 2.7145, 4.7412], [-0.2024, 3.8971, 3.8389], [0.7790, 1.1805, 3.0416], [1.5675, 2.3847, 4.1538], [-4.3445, -0.2086, 3.5262], [-4.1347, -1.5220, 2.3655], [-6.4595, -0.0173, 2.7034], [-5.8797, -0.7811, 1.0128], [-5.5485, 2.0521, 2.1190], [0.8447, -4.9129, -5.1014], [-0.2511, -4.6262, -5.9572], [-1.0536, -5.7750, -6.2375], [-2.4461, -5.6011, -5.6351], [-2.3979, -5.6788, -4.1746], [-3.6554, -5.3009, -3.5270], [-4.1016, -3.8380, -3.6643], [-3.2485, -2.9136, -2.9982], [-2.1576, -2.4496, -3.7789], [1.4507, -4.0098, -5.0147], [0.4974, -5.1951, -4.1037], [1.4673, -5.7088, -5.5213], [-0.5826, -6.7022, -5.8931], [-1.1476, -5.8352, -7.3264], [-3.1039, -6.3880, -6.0162], [-2.8355, -4.6318, -5.9654], [-1.6667, -5.0626, -3.8374], [-3.5324, -5.5146, -2.4606], [-4.4543, -5.9560, -3.8893], [-5.0748, -3.7514, -3.1695], [-4.2677, -3.5421, -4.7056], [-2.3990, -2.3944, -4.8434], [-1.2815, -3.0819, -3.6244], [-1.8992, -1.4466, -3.4329], [2.4980, 2.5714, 0.4832], [2.9921, 3.4680, 1.4686], [3.6961, 2.8059, 2.5217], [5.1701, 3.2034, 2.4986], [5.8497, 2.6234, 1.3401], [7.2038, 3.1424, 1.1362], [7.3361, 4.6254, 0.7608], [6.8063, 4.9418, -0.5214], [5.4252, 5.2663, -0.5264], [1.9013, 3.1456, -0.2269], [3.3198, 2.0959, -0.0585], [1.8569, 1.8090, 0.9374], [3.5751, 1.7175, 2.4799], [3.2548, 3.1534, 3.4612], [5.6527, 2.8493, 3.4144], [5.2220, 4.2976, 2.4786], [5.3040, 2.8181, 0.5081], [7.6443, 2.5519, 0.3270], [7.8008, 2.9435, 2.0321], [8.4068, 4.8471, 0.7009], [6.9343, 5.2940, 1.5299], [5.1074, 5.7547, 0.3985], [4.8238, 4.3732, -0.7057], [5.2440, 5.9520, -1.3565]],
  "forces_ev_per_a": [[1.013, 1.013, 0.622], [-0.771, -1.449, -1.066], [-1.484, -0.183, 0.578], [-1.987, 0.502, 0.594], [-0.045, 1.144, -0.628], [1.016, 0.346, 0.961], [-0.811, -0.689, -0.450], [-0.355, 1.653, -1.434], [3.832, 1.629, 5.936], [-3.341, -0.135, -2.655], [0.435, -1.659, -3.931], [-0.012, 1.205, -0.170], [-1.584, -2.038, 1.068], [2.463, 0.753, 0.206], [1.048, -0.079, 0.071], [-0.257, 1.565, -1.174], [-0.335, -2.771, 2.865], [-1.194, 0.404, 1.260], [1.456, 0.427, -0.135], [-0.941, 0.132, -1.402], [0.909, -0.141, 1.489], [1.237, -0.593, -1.015], [-0.648, 0.880, -1.045], [0.698, -1.508, 0.589], [-1.208, -0.085, 0.767], [1.209, 0.339, -1.012], [-0.420, -1.634, 0.065], [-0.468, 0.363, 1.697], [-1.317, -1.421, 0.463], [1.101, 0.188, -1.641], [0.526, 1.373, -0.200], [1.065, -0.363, -1.548], [-0.491, 1.309, 0.937], [-0.411, -0.511, -0.703], [-0.102, 0.230, -0.174], [0.177, -0.366, 0.256], [-0.450, 0.339, -0.260], [0.482, -0.017, 0.288], [-0.204, 0.016, -0.219], [0.343, 0.159, 0.138], [-0.288, -0.220, 0.384], [-0.095, -0.086, -0.408], [0.038, 0.140, 0.360], [-0.101, -0.020, -0.059], [0.112, -0.149, 0.053], [0.000, -0.034, 0.109], [-0.013, 0.147, 0.139], [-0.015, -0.043, 0.033], [-0.011, 0.022, 0.046], [-0.025, -0.018, -0.266], [-0.047, -0.084, -0.042], [-0.112, 0.069, -0.032], [0.028, 0.051, -0.075], [0.062, 0.011, 0.004], [0.199, 0.019, -0.035], [0.005, -0.103, 0.019], [0.110, -0.008, -0.219], [-0.085, -0.026, 0.009], [-0.011, 0.315, 0.048], [-0.068, -0.477, -0.041], [0.291, 0.523, 0.119], [-0.237, -0.261, -0.385], [0.010, 0.141, 0.253], [-0.218, -0.012, -0.309], [0.442, -0.225, -0.125], [-0.129, 0.095, 0.454], [0.151, -0.013, -0.351], [0.048, 0.024, 0.103], [-0.061, -0.190, -0.004], [0.042, -0.097, -0.102], [0.066, 0.071, -0.158], [0.143, 0.019, 0.026], [0.019, 0.007, -0.042], [-0.116, 0.084, 0.233], [0.046, -0.037, 0.082], [0.066, 0.111, 0.042], [-0.071, 0.056, 0.027], [-0.056, -0.017, -0.034], [-0.191, -0.033, -0.050], [0.018, -0.096, 0.039], [-0.203, 0.031, 0.127], [0.084, -0.013, 0.038]],
  "spin_multiplicity": 1,
  "homo_lumo_gap_ha": 0.2871,
  "total_charge": 0,
  "smiles": "C[C@H](F)[C@]1(CCCCS(=O)(=O)Cl)CCNC1=O.COCCNCCOC.COCCNCCOC",
  "largest_force_ha_per_bohr": 0.1410
}

Record 3
{
  "formula": "C4H3N3S",
  "method": "the ωB97M-V functional and the def2-TZVPD basis",
  "elements": ["C", "C", "C", "C", "N", "N", "N", "S", "H", "H", "H"],
  "coordinates": [[1.5101, -1.5499, 0.0991], [1.3526, 0.5887, -0.2593], [0.2284, -1.1594, 0.2111], [-2.1702, 0.8744, 0.1237], [2.1925, -0.4228, -0.2059], [-0.9097, 1.0820, 0.1160], [0.0867, 0.1871, -0.0103], [-3.1590, -0.4904, -0.1174], [1.9725, -2.5028, 0.2226], [1.6236, 1.6019, -0.4786], [-2.7275, 1.7912, 0.2991]],
  "forces_ev_per_a": [[-0.544, -0.813, -0.044], [1.201, -0.291, 0.105], [-2.248, 0.614, 0.038], [-0.949, -0.835, -0.191], [0.681, 1.447, -0.379], [0.976, 1.433, -0.082], [-0.811, -1.210, 0.211], [1.688, -0.373, 0.262], [0.072, -0.282, 0.056], [-0.101, 0.222, -0.018], [0.035, 0.087, 0.042]],
  "spin_multiplicity": 1,
  "homo_lumo_gap_ha": [0.1915, 0.1872],
  "total_charge": 0,
  "relative_energy_kj_mol": 595.5,
  "largest_force_ha_per_bohr": 0.0453
}